[1]
An isolated molecule of C3H7NO. Source: the OMol25 dataset; level of theory: the ωB97M-V functional and the def2-TZVPD basis.

The geometry in ORCA input format:
```
! RIJCOSX wB97M-V def2-TZVPD def2/J DEFGRID3
* xyz 0 1
C -1.16442 0.03045 -0.32561
C -0.33151 -0.93497 0.49544
C 0.31478 0.27404 -0.08744
O 0.63202 1.35714 0.74645
N 1.29016 0.04958 -1.11391
H -1.92579 0.57426 0.23898
H -0.15742 1.91125 0.74967
H -1.49656 -0.27397 -1.31285
H -0.10557 -1.89720 0.04432
H -0.48374 -0.93402 1.57042
H 1.82615 -0.79292 -0.95071
H 1.92703 0.83397 -1.20040
*
```

Values from the calculation:
E_tot = -248.46076 Ha
Orbital gap = 9.910 eV
F_max = 0.0088 Eh/bohr


[2]
A cluster of 6 separate species, C46H52NO2P in total in a non-equilibrium geometry. Source: the OMol25 dataset; level of theory: the ωB97M-V functional and the def2-TZVPD basis.

The geometry in ORCA input format:
```
! RIJCOSX wB97M-V def2-TZVPD def2/J DEFGRID3
* xyz 0 1
C 2.43438 -1.18317 5.45191
C 2.26646 -0.42167 4.06046
P 0.53342 -0.57245 3.35218
C -0.58833 -1.65185 4.40246
C -0.55272 -3.10738 3.73576
N -0.18139 0.99531 2.96315
C -0.00844 2.07729 3.89170
O 0.85841 2.89243 4.00539
C -1.32031 2.00362 4.74530
C -1.64888 2.48420 6.06418
C -3.02991 2.25526 6.51941
C -4.02664 1.58352 5.67115
C -3.69552 1.10671 4.31156
C -4.73967 0.43437 3.36591
C -4.94461 -1.11326 3.58627
C -5.27533 -1.52149 5.08094
C -3.77119 -2.00551 2.96058
C -2.31905 1.32496 3.88411
C -1.57844 0.95854 2.55899
O -1.97826 0.67283 1.46943
H 1.94726 -0.64548 6.30063
H 3.54073 -1.25488 5.64484
H 2.07738 -2.24936 5.38215
H 2.94055 -0.98109 3.35064
H 2.67523 0.61746 4.11398
H -1.66282 -1.34860 4.41420
H -0.24145 -1.78165 5.45954
H -0.70859 -2.95561 2.63561
H 0.46392 -3.55500 3.87341
H -1.36656 -3.75184 4.16586
H -0.88408 3.01801 6.67174
H -3.32590 2.62833 7.52311
H -5.04938 1.44276 6.08154
H -5.72588 0.93594 3.58124
H -4.39071 0.59610 2.31748
H -5.85870 -1.39459 2.98570
H -5.84347 -0.69206 5.58240
H -5.95293 -2.41831 5.04152
H -4.32306 -1.77937 5.60615
H -4.17389 -2.56946 2.07586
H -2.95281 -1.33434 2.60035
H -3.38158 -2.68561 3.75907
C -2.89410 4.87849 -1.91406
C -2.05118 4.16920 -1.06666
C -2.53960 3.08407 -0.34815
C -3.86830 2.70266 -0.48420
C -4.71052 3.40916 -1.33441
C -4.22501 4.49966 -2.04620
H -2.51414 5.72663 -2.47192
H -1.01248 4.46253 -0.96548
H -1.88638 2.53655 0.31547
H -4.24726 1.85320 0.07283
H -5.74695 3.10982 -1.44184
H -4.88339 5.05379 -2.70503
C -3.27205 -1.10228 -1.70180
C -3.74433 -2.32921 -2.15378
C -4.18283 -2.46568 -3.46565
C -4.14028 -1.37697 -4.32934
C -3.66469 -0.15182 -3.87886
C -3.23429 -0.01289 -2.56355
H -2.93275 -0.99433 -0.67725
H -3.77130 -3.18005 -1.48230
H -4.55710 -3.42076 -3.81574
H -4.47778 -1.48451 -5.35370
H -3.62960 0.69672 -4.55277
H -2.86850 0.94379 -2.21121
C -0.28360 -0.34617 -4.54727
C 0.25354 0.92840 -4.67985
C 1.32761 1.14539 -5.53482
C 1.85861 0.08867 -6.26493
C 1.31924 -1.18528 -6.13533
C 0.25114 -1.40385 -5.27355
H -1.11730 -0.51516 -3.87958
H -0.16526 1.75407 -4.11496
H 1.75073 2.13883 -5.63294
H 2.69341 0.25870 -6.93529
H 1.73267 -2.00902 -6.70612
H -0.16608 -2.39863 -5.16828
C 4.55182 -1.85102 0.68355
C 5.60447 -1.00344 1.00746
C 6.88486 -1.51699 1.17475
C 7.11450 -2.87747 1.00841
C 6.06267 -3.72438 0.68077
C 4.78068 -3.21230 0.52245
H 3.55251 -1.44970 0.55653
H 5.42636 0.05885 1.13036
H 7.70436 -0.85677 1.43379
H 8.11393 -3.27744 1.13407
H 6.24236 -4.78525 0.54942
H 3.95958 -3.87376 0.27223
C 6.64728 1.32601 -7.70588
C 5.59642 1.67574 -6.86691
C 5.72729 1.53334 -5.49096
C 6.91374 1.04981 -4.95300
C 7.96616 0.70356 -5.79165
C 7.83186 0.83751 -7.16819
H 6.54334 1.43404 -8.77932
H 4.67305 2.05930 -7.28628
H 4.90478 1.79991 -4.83744
H 7.01778 0.94300 -3.87955
H 8.89216 0.32788 -5.37168
H 8.65090 0.56220 -7.82222
*
```

Values from the calculation:
E_tot = -2330.53137 Ha
Orbital gap = 7.359 eV
F_max = 0.0624 Eh/bohr


[3]
An isolated molecule of C8H16N2O3 in a non-equilibrium geometry. Source: the OMol25 dataset; level of theory: the ωB97M-V functional and the def2-TZVPD basis.

The geometry in ORCA input format:
```
! RIJCOSX wB97M-V def2-TZVPD def2/J DEFGRID3
* xyz 0 1
C 1.02740 -2.08615 1.40341
C 2.84253 0.58959 -0.85302
C -2.77296 1.83328 -0.37253
C 0.66575 -1.83789 -0.10322
C 1.58068 0.58981 0.05317
C -1.26371 1.48982 -0.24767
C 0.45434 -0.35920 -0.43293
C -0.89335 0.01223 0.07343
N -0.89853 -0.11482 1.56267
N -2.01360 -0.81257 -0.44519
O -1.89381 -0.98452 -1.66490
O -0.38747 0.77693 2.18765
O -2.90910 -1.15832 0.29424
H 0.22474 -1.56671 1.90746
H 1.15070 -3.12829 1.71843
H 1.93115 -1.50517 1.63942
H 2.67495 0.82617 -1.90166
H 3.26994 -0.44595 -0.72077
H 3.48666 1.44740 -0.48806
H -3.03910 1.45051 -1.41592
H -2.89609 2.92827 -0.38430
H -3.33341 1.23643 0.38079
H 1.42108 -2.32841 -0.70486
H -0.30560 -2.23755 -0.48791
H 1.78805 0.22376 1.10643
H 1.13643 1.55337 -0.00907
H -0.81545 2.01425 0.66336
H -0.78196 1.82196 -1.18673
H 0.54974 -0.22824 -1.57170
*
```

Values from the calculation:
E_tot = -649.42586 Ha
Orbital gap (spin up / spin down) = 8.847 / 8.847 eV
F_max = 0.0668 Eh/bohr


[4]
A structure of composition C2H15NO5 in a non-equilibrium geometry. Source: the OMol25 dataset; level of theory: the ωB97M-V functional and the def2-TZVPD basis.

The geometry in ORCA input format:
```
! RIJCOSX wB97M-V def2-TZVPD def2/J DEFGRID3
* xyz -1 2
C -1.12362 -1.30665 -1.97378
C -1.18855 0.21496 -1.80376
N 0.07227 0.83602 -1.38070
H -0.37238 -1.63560 -2.68689
H -2.05010 -1.88135 -2.06056
H -1.56065 0.75813 -2.68492
H 0.48890 0.28274 -0.63424
H 0.72525 0.94870 -2.14380
H -0.76830 0.46827 1.94497
H -0.98780 -0.64727 1.03384
O -1.44811 0.15476 1.31313
H 0.63563 -1.81056 0.47092
H -0.56585 -1.82753 -0.74629
O -0.27008 -2.12966 0.30177
H -1.84770 0.38741 -0.95115
H 1.26149 0.66344 3.39119
O 0.92187 0.87461 2.52120
H 0.24830 2.19200 0.15417
H 0.85329 2.41825 1.50751
O 0.72936 2.86711 0.64455
H 1.58898 0.03454 1.77326
H 2.61987 -1.29625 1.11961
O 2.03794 -0.56608 0.88997
*
```

Values from the calculation:
E_tot = -516.11869 Ha
Orbital gap (spin up / spin down) = 8.982 / 7.380 eV
F_max = 0.0462 Eh/bohr